This record from OMol25 describes a 24-piece molecular cluster, C36H124N44O24 overall. The level of theory is ωB97M-V/def2-TZVPD.

HOMO level: -8.7 eV
E_tot: -5661.6068 hartree
maximum force: 10.1 eV/A

Atoms and positions in Å:
C: 2.244 -3.898 3.694
C: 3.801 -4.077 3.533
C: 4.401 -4.820 4.705
O: 4.116 -4.281 5.937
C: 4.618 -4.788 7.133
N: 4.002 -4.651 2.215
H: 1.647 -4.777 3.936
H: 1.783 -3.366 2.861
H: 2.004 -3.161 4.461
H: 4.314 -3.118 3.601
H: 5.484 -4.700 4.681
H: 4.219 -5.894 4.666
H: 5.700 -4.669 7.202
H: 4.332 -5.835 7.238
H: 4.188 -4.272 7.991
H: 3.187 -5.201 1.986
H: 4.822 -5.240 2.177
C: 6.351 5.974 2.181
C: 6.558 4.817 3.127
C: 5.402 3.758 3.073
O: 4.098 4.272 3.618
C: 3.286 3.260 4.211
N: 7.792 4.117 2.679
H: 5.599 6.673 2.546
H: 5.984 5.711 1.189
H: 7.234 6.595 2.029
H: 6.642 5.125 4.170
H: 5.626 2.868 3.661
H: 5.181 3.466 2.046
H: 3.549 3.154 5.263
H: 3.328 2.271 3.754
H: 2.239 3.562 4.234
H: 7.602 3.148 2.893
H: 7.813 4.040 1.672
C: -6.545 -6.703 5.030
C: -6.618 -5.234 5.366
C: -5.372 -4.353 4.852
O: -5.444 -3.043 5.460
C: -4.506 -2.278 4.767
N: -7.898 -4.624 4.969
H: -6.859 -6.925 4.010
H: -7.208 -7.238 5.709
H: -5.487 -6.905 5.201
H: -6.635 -5.143 6.452
H: -5.310 -4.346 3.764
H: -4.450 -4.811 5.210
H: -4.565 -1.216 5.002
H: -4.451 -2.397 3.685
H: -3.544 -2.537 5.209
H: -7.870 -4.718 3.963
H: -7.853 -3.619 5.062
C: -5.111 2.687 -6.944
C: -3.988 2.981 -5.960
C: -4.271 4.149 -4.890
O: -3.013 4.566 -4.292
C: -2.514 5.596 -5.110
N: -3.884 1.873 -5.054
H: -5.981 2.223 -6.479
H: -4.656 2.065 -7.716
H: -5.482 3.623 -7.360
H: -3.084 3.167 -6.540
H: -4.999 3.729 -4.196
H: -4.922 4.937 -5.268
H: -1.909 5.208 -5.929
H: -1.977 6.156 -4.345
H: -3.326 6.120 -5.615
H: -3.366 2.236 -4.266
H: -4.732 1.589 -4.585
C: -2.850 -5.568 -2.183
O: -3.061 -4.779 -1.353
N: -2.116 -6.649 -2.020
N: -3.427 -5.446 -3.348
H: -1.651 -7.174 -2.746
H: -1.959 -6.906 -1.056
H: -3.972 -4.606 -3.478
H: -3.325 -6.244 -3.958
C: -1.406 4.485 1.273
O: -2.062 3.747 1.965
N: -1.607 5.760 1.258
N: -0.579 4.112 0.315
H: -1.095 6.454 0.733
H: -2.216 6.099 1.989
H: -0.477 3.116 0.178
H: -0.079 4.770 -0.265
C: -5.936 1.244 3.136
O: -6.583 1.987 3.833
N: -4.843 1.568 2.571
N: -6.228 -0.019 2.904
H: -4.483 2.509 2.640
H: -4.358 0.815 2.103
H: -7.115 -0.415 3.178
H: -5.763 -0.570 2.197
C: -3.559 2.477 -1.365
O: -4.356 1.946 -2.050
N: -3.151 3.705 -1.494
N: -3.124 1.919 -0.266
H: -2.396 4.108 -0.957
H: -3.447 4.157 -2.346
H: -2.543 2.384 0.417
H: -3.514 1.025 -0.004
C: 1.706 6.840 2.639
O: 0.981 7.813 2.586
N: 1.543 5.806 1.838
N: 2.865 6.855 3.269
H: 0.741 5.839 1.224
H: 2.175 5.041 2.021
H: 3.225 7.668 3.749
H: 3.440 6.025 3.292
C: 4.176 1.135 -3.471
O: 5.272 0.803 -3.679
N: 3.868 2.418 -3.517
N: 3.211 0.378 -3.334
H: 2.883 2.635 -3.457
H: 4.503 3.125 -3.860
H: 3.314 -0.590 -3.062
H: 2.313 0.757 -3.069
C: -2.047 1.129 4.729
O: -1.869 0.279 3.865
N: -2.307 0.682 5.930
N: -2.034 2.448 4.576
H: -2.499 1.301 6.705
H: -2.264 -0.325 5.992
H: -2.151 2.983 5.425
H: -1.970 2.887 3.668
C: -0.783 -2.741 -3.644
O: -1.099 -2.487 -2.512
N: -1.607 -2.991 -4.609
N: 0.430 -2.467 -4.011
H: -1.374 -2.997 -5.591
H: -2.489 -3.337 -4.258
H: 1.067 -2.184 -3.280
H: 0.761 -2.529 -4.964
C: 2.774 3.417 -0.182
O: 2.012 4.106 -0.838
N: 2.308 2.714 0.810
N: 4.033 3.360 -0.360
H: 3.014 2.073 1.144
H: 1.322 2.654 1.017
H: 4.625 2.643 0.036
H: 4.361 3.786 -1.215
C: 1.746 -0.062 3.835
O: 2.839 -0.523 3.912
N: 1.097 0.161 2.749
N: 1.021 0.434 4.794
H: 0.103 0.236 2.913
H: 1.525 0.096 1.836
H: 1.450 0.253 5.690
H: 0.165 0.950 4.649
C: 4.586 -0.072 0.867
O: 4.994 1.031 1.289
N: 4.475 -0.329 -0.397
N: 3.938 -1.014 1.505
H: 4.357 -1.263 -0.762
H: 4.568 0.424 -1.064
H: 3.774 -1.009 2.502
H: 3.689 -1.836 0.973
C: 0.079 3.127 -3.379
O: 1.080 2.448 -3.233
N: -0.898 2.845 -4.216
N: -0.157 4.130 -2.680
H: -1.749 3.389 -4.211
H: -0.776 2.043 -4.818
H: 0.573 4.434 -2.051
H: -0.989 4.607 -2.996
C: 3.295 -3.236 -1.228
O: 3.139 -2.622 -2.240
N: 2.765 -2.846 -0.067
N: 4.065 -4.307 -1.020
H: 2.016 -2.168 -0.096
H: 2.793 -3.588 0.617
H: 4.144 -4.397 -0.017
H: 4.782 -4.624 -1.656
C: 1.884 5.812 -6.138
O: 2.286 6.886 -6.458
N: 0.737 5.290 -6.425
N: 2.577 5.038 -5.301
H: 0.600 4.308 -6.231
H: 0.276 5.616 -7.262
H: 3.518 5.316 -5.062
H: 2.233 4.122 -5.049
C: 2.933 -4.140 -6.024
O: 1.901 -3.568 -6.239
N: 3.286 -5.178 -6.726
N: 3.677 -3.836 -5.003
H: 2.714 -5.349 -7.541
H: 4.249 -5.476 -6.789
H: 3.403 -3.267 -4.215
H: 4.410 -4.505 -4.818
C: -0.813 0.331 -6.714
O: -0.466 1.497 -6.478
N: 0.019 -0.495 -7.086
N: -2.054 -0.104 -6.615
H: 0.971 -0.225 -7.289
H: -0.336 -1.438 -7.153
H: -2.284 -1.050 -6.882
H: -2.645 0.502 -6.063
C: 0.668 -5.565 0.553
O: 1.778 -5.386 1.023
N: 0.435 -6.190 -0.521
N: -0.426 -5.431 1.300
H: 1.249 -6.426 -1.072
H: -0.502 -6.177 -0.897
H: -1.321 -5.855 1.103
H: -0.219 -5.039 2.208
C: -3.878 -1.474 -0.146
O: -4.372 -0.655 0.601
N: -3.526 -2.614 0.366
N: -3.551 -1.335 -1.377
H: -3.226 -3.395 -0.200
H: -3.807 -2.827 1.313
H: -2.936 -2.017 -1.797
H: -3.632 -0.457 -1.869
C: -1.259 -2.975 3.757
O: -1.564 -4.161 3.733
N: -1.455 -2.108 2.836
N: -0.876 -2.341 4.744
H: -1.599 -2.491 1.913
H: -1.628 -1.177 3.189
H: -0.828 -2.699 5.688
H: -0.237 -1.618 4.445
C: -0.103 0.123 -0.517
O: 0.068 1.090 0.201
N: 0.205 0.139 -1.778
N: -0.462 -1.007 -0.015
H: -0.075 -0.649 -2.344
H: 0.411 1.002 -2.260
H: -0.689 -1.852 -0.518
H: -0.671 -1.071 0.971

Forces on the atoms, in the same order (eV/Å):
0.4546 1.4010 0.6375
-1.8987 0.9337 0.6489
1.9937 -1.3095 0.2368
-2.3836 1.9953 0.8680
0.1513 -0.6462 -0.2795
0.6586 -0.2151 0.0866
0.4012 -0.3173 -0.2221
0.2512 -0.4140 -0.6537
0.4561 -0.2130 0.5813
-0.4474 0.4265 -0.2792
0.6336 -0.3799 -0.9524
-0.4423 -0.3933 -0.0202
0.2804 -0.1775 -0.0810
0.2413 -0.3332 0.0684
-0.1904 0.3031 -0.3454
0.1711 -0.3354 0.0135
0.2342 -0.1054 0.0426
-0.8000 1.2005 0.1331
-0.5319 -1.2211 -1.0837
-1.4556 1.0828 0.4752
1.0539 -0.5655 -0.6435
0.0219 0.2048 0.5873
-0.5684 -0.4910 0.6710
-0.1488 -0.0211 0.1942
0.1067 -0.5510 -0.0236
0.2980 -0.3006 0.2051
0.3061 0.1978 -0.0602
0.3437 0.0041 -0.0237
0.2976 -0.0645 0.0043
0.2840 -0.1694 0.1660
0.3207 0.0945 -0.3838
-0.0104 0.3372 -0.4007
0.5878 -0.5202 0.5198
-0.1035 0.6395 -0.4212
0.1859 0.7321 0.1403
0.2952 2.3010 0.2462
-1.3110 -1.3548 2.0456
-0.9836 -1.1069 -1.8071
1.5741 1.2307 1.1557
0.3902 -0.4952 -0.8466
0.2440 0.0242 -0.1176
0.2538 -0.1942 -0.0468
-0.1114 -0.9255 -0.1425
0.5067 -0.0259 0.1698
-0.2988 0.3649 -0.2045
0.2475 -0.2129 -0.0340
-0.7596 0.0430 -0.1071
-0.3275 -0.1566 -0.0253
0.6150 -0.2952 -0.4547
-0.6130 -0.1760 -0.5535
0.1467 0.2879 0.5828
0.2158 0.9006 0.0647
-2.1476 1.2820 1.7690
-0.7439 -1.0111 -1.5406
-3.2511 -0.3697 -0.8424
0.6302 0.3765 0.1767
2.1260 -1.7941 0.1300
0.1905 -0.2848 0.0583
-0.5383 -0.1118 -0.1431
0.1113 -0.0268 -0.4202
0.3070 -0.0808 0.3802
0.7844 -0.3771 0.7492
0.8981 0.9529 -0.4042
0.4983 -0.0465 0.3032
0.4310 0.8542 -1.0115
0.0790 0.5073 0.5193
0.4341 -0.6772 0.3571
-0.5411 0.2394 -0.4341
-0.3713 -0.9415 -1.9084
-0.4641 3.4107 4.7889
1.9854 -2.7660 1.0532
-0.5314 -0.3309 -3.0215
-0.3322 0.1023 0.1679
-0.1780 -0.3457 -0.4150
-0.1845 -0.5926 -0.3828
-0.7104 0.7257 -0.5530
0.2791 -0.1971 -1.6214
-0.9610 -2.1787 1.9126
-1.4021 4.5820 1.2066
0.9824 -1.6503 -0.9500
-0.0749 -0.2259 0.1942
0.1924 0.2517 -0.1776
0.5285 -0.2304 -0.4022
0.0941 -0.5860 0.2664
-2.1246 0.3068 1.5691
-1.4783 1.1821 1.2354
4.7693 1.5570 -2.2463
-1.9752 -4.1842 -0.3035
0.0240 -0.3657 -0.1195
0.4470 0.6721 -0.2780
0.1623 0.5538 0.2244
0.1917 0.3963 -0.1110
1.1105 0.4088 3.2514
-3.3295 -2.3958 -4.1952
0.7288 3.9372 -1.7673
1.4871 -2.1441 2.6265
-0.1793 -0.2591 -0.1633
0.3062 0.2404 0.2958
-0.2011 -0.0219 -0.0644
-0.1216 -0.0180 0.0795
0.1035 2.4728 -1.0796
-1.5327 1.1057 0.3480
-0.3349 -1.9019 -0.4291
2.4168 -0.2760 1.9389
0.7760 -0.6053 0.5026
-0.5172 -0.5144 -0.9344
-0.6480 -0.1459 -0.1487
0.0825 -0.0241 0.1234
2.1090 4.8030 -1.5106
6.8461 -2.7030 -0.5711
-1.4866 3.7073 0.2625
-7.6329 -5.8678 1.9160
-0.0070 0.5540 0.1155
0.0444 -0.6612 0.0830
0.4100 0.0838 -0.1867
0.0170 0.0680 -0.1594
-0.7453 0.1626 -0.8750
0.6361 0.3160 -1.9127
-0.2704 -0.6745 2.7551
0.3841 0.6762 0.3054
-0.0636 -0.5522 -0.0174
-0.1948 0.2295 0.4959
-0.0448 0.3071 -0.5763
0.0004 0.1882 -0.3013
2.0143 2.2724 -0.3308
-1.9594 -0.7137 3.7049
-3.5776 -1.6375 -2.0717
3.3829 0.4014 -0.8253
0.0028 -0.3304 0.5192
-0.0275 0.1567 -0.8070
0.2180 -0.0917 -0.2325
0.3868 -0.3366 0.1044
-3.6870 0.7380 -0.0756
-0.9751 1.9136 -1.7371
0.0712 -1.7370 2.6479
5.2602 0.3959 -1.7950
-0.6345 -0.4633 0.8838
0.4810 -0.3711 -0.2390
-0.0538 -0.1878 0.2919
-0.0055 -0.1326 0.1456
-0.0133 0.9898 -1.0011
3.2703 -1.5373 1.4746
-1.9184 -0.1045 -4.6493
-0.4804 0.2437 5.3116
-0.1041 0.4287 -1.2858
-0.4425 -0.1549 0.0712
-0.7164 0.5024 0.3784
0.5708 -0.1266 0.2935
-0.7940 2.1470 1.4168
-0.1099 -0.3484 0.3020
0.9960 0.2145 -5.3608
-0.0005 -1.5636 3.0853
-0.0781 0.6082 0.0435
0.4956 -0.3220 0.0018
0.2062 0.1847 0.2143
0.0672 0.2913 0.4545
-0.2553 -3.2734 -2.0625
2.1367 -1.8853 -0.2903
-0.6889 -1.4543 -1.3592
-1.1397 5.4679 3.1567
0.1717 -0.2816 -0.1922
-0.1652 0.2372 -0.3745
0.0776 0.3432 0.0849
0.4479 0.7928 0.9945
0.2981 -0.5119 1.1440
-0.3876 1.4101 -3.5690
-1.3146 0.0526 0.5189
0.6605 -1.0955 -0.0619
-0.1780 -0.1813 0.0848
-0.8127 0.3097 0.7625
1.0303 -1.1133 0.0421
-0.2169 0.2960 0.2303
2.3386 0.2758 1.6456
0.6612 2.6597 -1.4217
-4.5414 -1.7793 -1.9255
1.5507 -1.4854 1.5037
-0.1940 0.0341 -0.1221
0.0632 0.1073 0.2236
-0.3799 -0.1072 0.0001
0.4359 0.1182 0.1070
-1.2711 0.9880 1.0525
-3.0926 1.7737 -1.1325
1.2926 -3.1347 -2.6829
3.0852 -0.1566 2.3724
0.2349 0.0455 0.1008
-0.2109 0.0276 0.0326
-0.2444 0.2042 -0.1389
0.0626 0.3959 0.3418
-2.4982 5.6136 1.6052
-0.4637 0.7060 0.0754
5.1755 -6.2208 -2.5717
-1.8873 -0.2359 0.2617
-0.2062 -0.3454 0.1275
1.1636 -0.0842 -0.4269
-0.3236 0.4769 0.3283
-0.9954 -0.1205 0.1959
-0.2749 -0.5182 4.3408
1.1334 0.8547 -0.3391
-0.0382 -2.1868 -5.5504
-0.7399 1.5370 1.5439
-0.4034 0.0377 -0.3148
0.8840 0.1455 -0.4072
0.2947 0.3692 0.2149
-0.9089 -0.0736 0.2534
-0.1195 0.3536 2.1384
-1.4415 2.5181 0.8909
1.1249 -4.1991 1.8107
0.7018 0.9760 -4.6247
-0.1518 0.0520 0.0504
0.0022 0.2183 -0.2281
0.1209 0.0987 -0.0541
-0.2525 0.1764 0.2972
-3.0484 -5.3141 -2.3150
0.0538 -1.6066 -0.4217
-0.4121 1.0705 -5.5492
4.0439 3.8292 8.4024
-0.5752 0.5941 0.0178
-0.4286 0.4680 -0.9402
0.3159 -0.2999 -0.4066
-0.0356 0.3861 1.2713
0.8898 1.9598 0.3616
-0.1423 2.1532 1.4121
0.3358 -0.5264 -3.6237
-1.5360 -4.6519 2.4485
-0.0884 0.1322 0.0426
0.0754 0.3153 0.1265
0.0922 0.3613 -0.5522
0.1422 0.4802 -0.2052